ORCA calculation (ωB97M-V/def2-TZVPD) on a cluster of 4 separate species, C3H13O5 in total at a distorted geometry.

Cartesian coordinates (Å):
H (-0.5982, -2.0387, 2.3178)
H (-0.1319, -0.5010, 1.8211)
H (1.5656, -2.4500, 1.2164)
O (2.0711, 0.1815, 0.6314)
O (0.2754, 2.1611, 1.0734)
O (-1.4967, -1.4568, 0.5722)
H (0.6050, 3.0090, 0.8805)
H (0.6144, -2.6484, -0.3326)
H (2.3149, -1.1394, -0.7698)
H (-0.1163, 2.0668, 0.0565)
C (1.3788, -0.8238, -0.2076)
H (-1.6733, 0.1566, -3.2416)
H (0.6024, -0.2659, -0.8038)
C (-0.3084, -1.4383, 1.4034)
H (-1.3401, 2.4619, -0.9272)
H (1.3560, 0.8465, 0.8848)
H (-1.6532, -0.7286, -0.0298)
C (0.8848, -1.9855, 0.5954)
H (-1.1968, 1.0038, -1.7899)
O (-1.7890, 0.1845, -2.2796)
O (-0.5707, 2.1438, -1.2512)

Forces on the atoms, in the same order (eV/Å):
0.4 0.1 -1.1
0.6 1.9 0.2
1.9 -0.8 1.0
-1.9 0.0 0.1
-1.1 -1.4 -0.3
-0.1 -0.7 1.0
1.1 1.8 0.3
-0.3 0.3 2.3
-1.6 0.0 -0.4
0.3 -0.5 0.3
3.7 2.0 0.3
0.2 0.3 0.7
0.7 -1.1 0.3
-1.9 -2.8 -0.8
-4.1 2.0 1.3
1.1 -0.3 -0.2
0.6 0.5 -0.2
-3.0 0.9 -2.8
-0.4 -0.7 -1.4
0.4 0.4 0.6
3.4 -1.9 -1.2

Properties
Orbital gap ... 9.43 eV
Charge ... -1
Energy relative to the best compared isomer or geometry (same formula, charge and spin) ... 26.6 kcal per mole

Results of the natural (NBO) charge analysis, in e, for atoms 1 through 8:
1 H 0.151
2 H 0.186
3 H 0.197
4 O -0.808
5 O -1.050
6 O -0.770
7 H 0.451
8 H 0.207

---

ORCA calculation (ωB97M-V/def2-TZVPD) on a cluster of 3 separate species, C3H14N2O in total at a distorted geometry.

Cartesian coordinates (Å):
H (1.2230, 0.8628, -1.0140)
H (0.0133, 0.8810, 4.6481)
H (1.6068, -0.6832, -3.4152)
N (1.1085, -1.3978, -3.0042)
H (1.5596, -2.2294, -3.4296)
H (0.9228, -0.2105, 1.3696)
H (0.9614, -1.0772, -0.6613)
N (0.3294, 0.5974, 1.2955)
H (-0.9277, 1.2505, -1.8630)
H (0.9765, 1.3465, 1.0566)
H (-0.1548, 0.6917, 2.3053)
H (0.1043, -1.5927, -3.0522)
C (-0.8831, 0.1541, -1.3133)
H (-1.2835, 0.1477, 4.1168)
O (-0.4984, 0.7137, 3.8915)
H (-1.5888, 1.0943, 0.5604)
C (-0.9026, 0.3592, 0.3403)
C (0.6802, -0.0663, -1.1184)
H (-1.3221, -0.6322, 0.7996)
H (-1.9247, -0.2098, -1.5124)

Forces on the atoms, in the same order (eV/Å):
0.6 -0.2 -0.7
1.0 0.3 1.8
0.0 2.5 -1.8
-0.7 -2.4 1.7
0.0 0.1 1.2
0.2 -0.8 0.1
0.0 2.0 -0.4
-2.0 0.1 0.2
0.0 -2.5 1.6
-0.5 0.6 0.3
1.3 0.4 -0.6
0.5 1.1 -0.9
3.1 5.3 0.9
1.2 0.9 0.2
-2.4 -1.3 -2.4
-1.3 1.9 0.4
0.5 -3.5 1.0
-3.8 -4.8 -1.3
0.8 1.7 -1.2
1.6 -1.4 -0.2

Properties
Orbital gap ... 9.11 eV
Charge ... +2
Energy relative to the best compared isomer or geometry (same formula, charge and spin) ... 132.3 kcal per mole

Results of the natural (NBO) charge analysis, in e, for atoms 1 through 8:
1 H 0.235
2 H 0.526
3 H 0.409
4 N -0.933
5 H 0.437
6 H 0.431
7 H 0.269
8 N -0.728

---

ORCA calculation (ωB97M-V/def2-TZVPD) on a cluster of 3 separate species, C3H14N2O in total at a distorted geometry.

Cartesian coordinates (Å):
H (-0.6351, -1.5913, -0.1603)
N (0.1504, -0.1673, -1.5299)
C (0.0047, 0.6118, 0.8919)
H (-1.1168, 0.1747, 3.4774)
H (1.1810, -1.2879, 0.3241)
C (-1.3794, 0.9394, 0.9080)
H (-1.8959, 1.8179, 1.2356)
H (2.8890, -1.7463, -3.6500)
H (0.5053, 1.6616, 0.3960)
H (4.0785, -0.6747, -3.7038)
H (-1.9804, 1.4895, 3.1375)
O (3.1096, -0.7905, -3.5678)
H (0.2317, 0.2811, 1.8941)
H (0.9259, 0.4034, -1.8538)
H (-2.1656, 0.3078, 0.4578)
N (-1.8106, 0.4209, 2.8816)
H (-0.7991, 0.4158, -1.5395)
C (0.2200, -0.7161, 0.0158)
H (-1.9366, -0.4501, 2.3584)
H (0.4235, -1.0996, -1.9729)

Forces on the atoms, in the same order (eV/Å):
1.8 2.6 1.5
0.2 -1.4 2.2
1.8 0.1 -3.1
3.3 -0.7 2.3
-1.3 1.3 -1.2
-3.6 -0.9 3.4
0.8 1.3 -0.8
0.8 1.0 -0.2
-0.3 -3.2 1.7
-1.1 -0.4 0.1
-1.3 -3.5 -0.9
0.0 -0.6 0.3
1.3 1.0 0.0
0.4 0.7 0.3
0.6 0.0 -0.2
-1.1 3.2 -2.5
2.4 -2.4 -1.3
-0.3 -0.3 -1.5
-2.4 0.7 0.5
-1.9 1.5 -0.7

Properties
Orbital gap ... 7.53 eV
Charge ... +2
Energy relative to the best compared isomer or geometry (same formula, charge and spin) ... 157.5 kcal per mole

Results of the natural (NBO) charge analysis, in e, for atoms 1 through 8:
1 H 0.263
2 N -0.751
3 C -0.561
4 H 0.398
5 H 0.296
6 C -0.004
7 H 0.253
8 H 0.482

---

ORCA calculation (ωB97M-V/def2-TZVPD) on a cluster of 3 separate species, C3H14N2O2 in total at a distorted geometry.

Cartesian coordinates (Å):
N (0.1193, -1.0844, 1.1550)
H (2.6880, -1.4169, 0.3013)
H (-0.1604, 1.5262, 1.7104)
H (-3.0685, -1.6993, -1.3130)
C (1.2672, 0.9377, 0.3967)
C (1.9340, -1.3026, -0.4792)
H (0.5070, 2.7612, 0.9373)
H (-2.2701, 1.9033, -1.4523)
H (1.5552, -2.2933, -0.7390)
O (-2.1533, 1.2765, -0.7455)
C (0.7760, -0.4456, 0.0085)
H (-2.6123, -0.4583, -0.6312)
H (0.0493, -0.3320, -0.8090)
H (-0.7679, -0.6189, 1.3019)
H (-0.1375, -2.0328, 0.8795)
N (0.1523, 1.8229, 0.7929)
O (-2.7724, -1.3909, -0.4786)
H (-1.3194, 1.5494, -0.2795)
H (1.9686, 0.8058, 1.2323)
H (2.4152, -0.8935, -1.3671)
H (1.8296, 1.3854, -0.4214)

Forces on the atoms, in the same order (eV/Å):
0.2 -0.1 -0.1
0.0 0.0 0.0
-0.1 0.0 0.1
-0.5 -0.6 -1.1
0.2 -0.2 0.5
-0.2 -0.2 0.1
-0.1 0.1 -0.1
-0.1 0.3 -0.4
0.1 0.0 0.0
0.4 0.0 0.4
-0.1 0.1 -0.4
0.2 0.8 0.0
0.1 0.0 -0.1
-0.2 -0.1 0.1
0.0 0.2 0.2
0.2 -0.1 -0.1
0.3 -0.3 1.1
-0.3 0.0 -0.1
0.0 0.0 -0.1
-0.1 0.1 0.0
-0.2 0.1 -0.2

Properties
Structure (SMILES) ... C[C@@H](N)CN.O.O
Orbital gap ... 10.12 eV
Charge ... 0
Energy relative to the best compared isomer or geometry (same formula, charge and spin) ... 0.0 kcal per mole

Results of the natural (NBO) charge analysis, in e, for atoms 1 through 8:
1 N -0.841
2 H 0.210
3 H 0.369
4 H 0.458
5 C -0.220
6 C -0.610
7 H 0.371
8 H 0.474

---

ORCA calculation (ωB97M-V/def2-TZVPD) on a cluster of 3 separate species, C3H14N2O2 in total at a distorted geometry.

Cartesian coordinates (Å):
C (-0.3126, 0.7519, 1.1773)
H (1.2608, 2.1337, 1.6888)
H (-0.8256, 2.8408, -2.4590)
H (0.3328, 0.1619, 0.4387)
C (-1.0576, 1.5748, 0.1532)
N (0.6772, 1.5036, 2.1751)
H (-2.1784, 1.9214, -2.2172)
H (2.7543, -4.9544, 0.7841)
H (-0.0281, 2.0732, 2.8505)
O (3.5444, -4.7058, 1.2087)
H (0.2927, 0.6709, -1.3839)
C (-0.3050, 1.5816, -1.1754)
H (-1.3472, 2.5138, 0.3377)
H (4.2130, -5.3877, 1.2789)
H (0.3179, 2.3992, -1.0839)
H (-1.9794, 1.0289, 0.0681)
H (-0.9650, 0.2274, 1.7807)
H (-0.4752, -2.5481, -1.6407)
O (-0.8970, -2.7485, -0.7746)
H (-1.8242, -2.9205, -0.8359)
N (-1.1981, 1.8820, -2.3713)

Forces on the atoms, in the same order (eV/Å):
4.4 2.5 -0.8
0.5 1.0 -0.6
-1.4 -0.4 -1.2
-0.7 -0.2 2.1
0.6 -3.9 -1.2
-4.7 -0.8 1.3
-0.7 0.0 0.7
-1.1 -1.1 -0.8
2.5 -1.4 -2.2
1.5 1.5 1.1
-0.5 0.4 0.3
-2.6 -1.7 -0.7
-0.8 3.7 1.4
-0.5 -0.4 -0.3
2.0 1.5 -0.1
-0.7 -0.4 -0.6
-1.0 -1.5 1.1
-1.1 -0.3 0.9
1.8 0.4 -0.2
-0.7 0.0 -0.7
3.2 1.2 0.5

Properties
Structure (SMILES) ... NCCCN.O.O
Orbital gap ... 9.80 eV
Charge ... 0
Energy relative to the best compared isomer or geometry (same formula, charge and spin) ... 63.0 kcal per mole

Results of the natural (NBO) charge analysis, in e, for atoms 1 through 8:
1 C -0.201
2 H 0.345
3 H 0.351
4 H 0.195
5 C -0.440
6 N -0.841
7 H 0.356
8 H 0.477

---

ORCA calculation (ωB97M-V/def2-TZVPD) on a cluster of 3 separate species, C3H14N2O2 in total at a distorted geometry.

Cartesian coordinates (Å):
C (0.6501, -0.0765, -0.6388)
H (0.7665, -1.1192, -0.8707)
O (-1.1315, -2.0311, 2.1811)
O (-2.9387, -0.0822, 0.8913)
C (2.0295, 0.4910, -0.2452)
H (-2.2987, -0.8044, 0.8972)
N (2.5676, -0.1305, 0.9395)
H (-0.8690, -2.7562, 1.6132)
H (0.5819, 1.6824, -2.0073)
H (2.7058, 0.4167, -1.0830)
C (0.1522, 0.6973, -1.8413)
H (0.0555, 0.0314, 0.2761)
N (-1.2907, 0.9760, -1.6219)
H (0.1325, 0.1304, -2.7798)
H (-2.0761, -1.9531, 2.3441)
H (1.8703, 1.5701, -0.1026)
H (-1.5151, 1.9628, -1.4424)
H (3.2286, 0.4803, 1.3897)
H (-2.7388, 0.6266, 1.5167)
H (-1.7096, 0.2876, -0.9841)
H (1.8275, -0.3994, 1.5684)

Forces on the atoms, in the same order (eV/Å):
1.4 0.0 0.8
-0.2 -0.6 -0.1
0.6 1.2 0.0
-0.3 0.3 -1.1
-0.5 0.9 0.0
0.3 0.4 0.8
-0.2 -0.5 -0.6
-0.6 -0.4 0.1
0.5 -0.2 -0.1
0.4 -0.3 -0.3
-2.4 0.8 -0.6
-0.4 0.0 -0.3
2.0 0.1 1.4
0.6 -0.2 0.0
0.0 -0.9 0.0
0.0 0.1 0.0
-0.6 -0.4 -0.4
0.1 0.0 0.3
0.3 -0.6 0.1
-1.0 0.2 -0.3
0.1 0.1 0.4

Properties
2S+1 ... 2
Orbital gap (alpha / beta) ... 9.55 / 4.54 eV
Charge ... +1
Energy relative to the best compared isomer or geometry (same formula, charge and spin) ... 19.9 kcal per mole

Results of the natural (NBO) charge analysis, in e, for atoms 1 through 8:
1 C -0.440
2 H 0.245
3 O -0.967
4 O -0.972
5 C -0.186
6 H 0.484
7 N -0.820
8 H 0.492

---

| no. | molecular weight (g/mol) |
| --- | --- |
| 1 | 129.1 |
| 2 | 94.2 |
| 3 | 94.2 |
| 4 | 110.2 |
| 5 | 110.2 |
| 6 | 110.2 |